No. 1
# C2H11N2

A 2-piece molecular cluster, C2H11N2 overall in a non-equilibrium geometry (the ωB97M-V functional and the def2-TZVPD basis, OMol25).

The calculation puts the HOMO energy at -15.8 eV. As for the charge: +1. Its multiplicity is 1. The calculation puts the LUMO energy at -3.198 eV. The calculation puts the energy above the lowest of the compared OMol25 structures with the same formula, charge and spin at 30.8 kJ/mol. The value obtained for the maximum force is 1.72 eV Å⁻¹. The energy comes out at -192.0750 Eh.

Atoms and positions in Å:
N -1.48975 1.65752 0.73608
H -2.00990 1.70516 -0.11613
H -2.17052 1.22463 1.36877
H -0.24160 0.72865 0.70147
H -1.32058 2.55845 1.18099
C 0.16951 -1.47894 -1.10289
C 1.15549 -0.46510 -0.58894
N 0.72927 0.11465 0.74480
H 0.46249 -1.67904 -2.13297
H 0.13696 -2.45041 -0.59601
H -0.86734 -1.15949 -0.99786
H 2.11589 -0.93967 -0.38254
H 1.28937 0.32867 -1.31798
H 1.55042 0.53507 1.18566
H 0.49029 -0.68016 1.31757

Here are the natural (NBO) charges for atoms 1 to 8, given in e:
1 N -1.049
2 H 0.403
3 H 0.394
4 H 0.450
5 H 0.408
6 C -0.645
7 C -0.219
8 N -0.728



No. 2
# C2H11N2

A 2-piece molecular cluster, C2H11N2 overall in a non-equilibrium geometry (the ωB97M-V functional and the def2-TZVPD basis, OMol25).

The calculation puts the HOMO energy at -15.4 eV. As for the charge: +1. Its multiplicity is 1. The calculation puts the LUMO energy at -3.304 eV. The calculation puts the energy above the lowest of the compared OMol25 structures with the same formula, charge and spin at 163.3 kJ/mol. The value obtained for the maximum force is 4.22 eV Å⁻¹. The energy comes out at -192.0245 Eh.

Atoms and positions in Å:
N -1.33816 -1.49592 1.21160
H -1.05120 -1.65829 2.17589
H -0.04622 -0.38728 0.48658
H -2.33313 -1.74402 1.34538
H -0.95316 -2.37591 0.60929
C -0.49920 1.27492 -0.81090
N 0.38565 0.43185 0.07879
C 1.66575 0.05205 -0.68920
H -0.89579 2.13488 -0.12963
H -1.19894 0.60035 -1.43200
H 0.02994 1.76313 -1.59521
H 0.52521 1.12297 0.89469
H 1.32308 -0.11300 -1.64340
H 2.22433 0.90564 -0.65089
H 2.04410 -0.76181 -0.09283

Here are the natural (NBO) charges for atoms 1 to 8, given in e:
1 N -1.122
2 H 0.382
3 H 0.470
4 H 0.403
5 H 0.382
6 C -0.445
7 N -0.530
8 C -0.370



No. 3
# C2H11N2

A 2-piece molecular cluster, C2H11N2 overall in a non-equilibrium geometry (the ωB97M-V functional and the def2-TZVPD basis, OMol25).

The calculation puts the HOMO energy at -14.7 eV. As for the charge: +1. Its multiplicity is 1. The calculation puts the LUMO energy at -3.236 eV. The calculation puts the energy above the lowest of the compared OMol25 structures with the same formula, charge and spin at 86.5 kJ/mol. The value obtained for the maximum force is 1.92 eV Å⁻¹. The energy comes out at -192.0537 Eh.

Atoms and positions in Å:
N 0.57334 1.03025 2.27303
H 1.45796 1.49770 2.40091
H 0.95886 -0.11320 0.00539
H 0.30736 0.49765 3.09493
H -0.13509 1.70300 2.23118
C -0.42412 0.77209 -1.27534
N 0.01823 -0.33445 -0.31960
C -0.07158 -1.66661 -0.97240
H 0.43935 1.08653 -1.85316
H -1.10531 0.28824 -1.96489
H -0.77076 1.58388 -0.65227
H -0.60676 -0.33040 0.47984
H 0.35941 -1.79413 -1.96130
H -1.13042 -1.76161 -1.22395
H 0.12954 -2.45893 -0.26234

Here are the natural (NBO) charges for atoms 1 to 8, given in e:
1 N -1.124
2 H 0.388
3 H 0.454
4 H 0.382
5 H 0.365
6 C -0.409
7 N -0.487
8 C -0.441



No. 4
# C2H11N2O2

A 3-piece molecular cluster, C2H11N2O2 overall in a non-equilibrium geometry (the ωB97M-V functional and the def2-TZVPD basis, OMol25).

The calculation puts the HOMO energy (alpha / beta) at -4.7 / -8.4 eV. Its multiplicity is 2. The calculation puts the LUMO energy (alpha / beta) at 0.751 / 0.732 eV. The calculation puts the energy above the lowest of the compared OMol25 structures with the same formula, charge and spin at 81.3 kJ/mol. The value obtained for the maximum force is 2.67 eV Å⁻¹. The energy comes out at -342.6913 Eh.

Atoms and positions in Å:
C -0.34236 -1.11199 0.07366
N 0.40355 0.13762 0.34236
C -0.20583 1.31142 0.64768
N 0.40161 2.55902 0.73763
H -0.75851 -1.50827 1.00400
H 0.38956 -1.72925 -0.43507
H -1.13952 -0.70159 -0.56350
H 1.35932 0.20422 0.02957
H -1.28582 1.24987 0.76221
H 1.08248 2.66805 1.46729
H 0.34870 3.17052 -0.05629
H -3.52287 -1.11979 -1.39934
H -3.18543 0.39750 -1.80662
O -2.93236 -0.38148 -1.30747
H 3.68270 -1.68091 -0.36761
H 2.90182 -1.90320 0.87955
O 2.80294 -1.56174 -0.00805

Here are the natural (NBO) charges for atoms 1 to 8, given in e:
1 C -0.446
2 N -0.603
3 C 0.039
4 N -0.899
5 H 0.178
6 H 0.215
7 H 0.237
8 H 0.391



No. 5
# C2H11N2O2

A 3-piece molecular cluster, C2H11N2O2 overall in a non-equilibrium geometry (the ωB97M-V functional and the def2-TZVPD basis, OMol25).

The calculation puts the HOMO energy (alpha / beta) at -19.8 / -19.8 eV. As for the charge: +2. Its multiplicity is 2. The calculation puts the LUMO energy (alpha / beta) at -8.320 / -12.083 eV. The calculation puts the energy above the lowest of the compared OMol25 structures with the same formula, charge and spin at 0.0 kJ/mol. The value obtained for the maximum force is 2.67 eV Å⁻¹. The energy comes out at -342.1018 Eh.

Atoms and positions in Å:
C -0.30010 0.68868 0.47628
C 0.01760 0.27174 1.74378
N 0.66038 0.97790 2.65769
N -0.96083 -0.22706 -0.44298
H -0.25829 1.71598 0.13749
H -0.27712 -0.70187 2.13065
H 0.66810 0.69876 3.64110
H 0.94336 1.93733 2.46422
H -1.89532 -0.50680 -0.15041
H -0.96749 0.27232 -1.37721
H -0.34906 -1.06999 -0.54619
H 0.80199 -3.33362 -0.71622
H 1.77929 -2.20118 -0.77898
O 0.86628 -2.40106 -0.57638
H -0.43659 0.65961 -3.31309
H -0.31125 2.06456 -2.75638
O 0.01907 1.15471 -2.59335

Here are the natural (NBO) charges for atoms 1 to 8, given in e:
1 C 0.161
2 C 0.075
3 N -0.481
4 N -0.767
5 H 0.260
6 H 0.269
7 H 0.469
8 H 0.446



No. 6
# C2H11N3O2

A 3-piece molecular cluster, C2H11N3O2 overall in a non-equilibrium geometry (the ωB97M-V functional and the def2-TZVPD basis, OMol25).

The calculation puts the HOMO energy at -9.3 eV. Its multiplicity is 1. The calculation puts the LUMO energy at 0.455 eV. The calculation puts the energy above the lowest of the compared OMol25 structures with the same formula, charge and spin at 86.5 kJ/mol. The value obtained for the maximum force is 2.86 eV Å⁻¹. The energy comes out at -397.5350 Eh.

Atoms and positions in Å:
C 1.97614 0.83102 -0.59293
N 0.80124 1.24030 0.17819
C -0.31134 0.44032 0.11814
N -1.39493 0.86369 0.86021
N -0.22180 -0.66602 -0.52430
H 1.68937 0.70853 -1.64321
H 2.62708 1.68203 -0.39516
H 2.29120 -0.18577 -0.30910
H 0.99742 1.81062 0.98273
H -1.26055 1.85267 1.10017
H -2.37120 0.66561 0.74810
H -1.04515 -1.20569 -0.75487
H -0.96631 -1.28217 3.39344
H -1.79613 -0.04772 3.27220
O -1.79665 -0.90867 3.70248
H -0.27403 -1.88237 -2.82050
H 0.86424 -1.62132 -3.74372
O 0.19143 -2.29506 -3.57187

Here are the natural (NBO) charges for atoms 1 to 8, given in e:
1 C -0.409
2 N -0.625
3 C 0.584
4 N -0.854
5 N -0.834
6 H 0.210
7 H 0.199
8 H 0.211



No. 7
# C2H11N3O2

A 3-piece molecular cluster, C2H11N3O2 overall in a non-equilibrium geometry (the ωB97M-V functional and the def2-TZVPD basis, OMol25).

The calculation puts the HOMO energy at -8.7 eV. Its multiplicity is 1. The calculation puts the LUMO energy at 0.538 eV. The calculation puts the energy above the lowest of the compared OMol25 structures with the same formula, charge and spin at 136.1 kJ/mol. The value obtained for the maximum force is 2.93 eV Å⁻¹. The energy comes out at -397.5161 Eh.

Atoms and positions in Å:
C 1.82816 1.39435 -0.53923
N 0.46932 0.76920 -0.61982
C 0.05491 -0.36198 0.04059
N -1.29527 -0.69272 -0.10021
N 0.88510 -1.11668 0.70794
H 2.30288 0.59670 0.00635
H 1.87208 2.28938 0.04515
H 2.05712 1.54941 -1.62090
H -0.15678 1.40962 -1.14750
H -1.61213 -1.61364 0.20627
H -1.39763 -0.39279 -1.06586
H 0.34450 -1.57781 1.43731
H -6.25094 -0.21219 0.10860
H -4.94540 0.23814 -0.50989
O -5.34990 0.03427 0.33910
H 2.91920 -0.91254 1.03216
H 4.47081 -0.89156 0.55510
O 3.80397 -0.50915 1.12485

Here are the natural (NBO) charges for atoms 1 to 8, given in e:
1 C -0.418
2 N -0.626
3 C 0.609
4 N -0.840
5 N -0.875
6 H 0.258
7 H 0.195
8 H 0.193



No. 8
# C2H11N4

A 3-piece molecular cluster, C2H11N4 overall in a non-equilibrium geometry (the ωB97M-V functional and the def2-TZVPD basis, OMol25).

The calculation puts the HOMO energy at -12.7 eV. As for the charge: +1. Its multiplicity is 1. The calculation puts the LUMO energy at -6.305 eV. The calculation puts the energy above the lowest of the compared OMol25 structures with the same formula, charge and spin at 681.7 kJ/mol. The value obtained for the maximum force is 5.04 eV Å⁻¹. The energy comes out at -301.3720 Eh.

Atoms and positions in Å:
C -1.26535 -0.52234 -0.87392
C -0.74279 -0.21565 2.81623
N 3.00838 0.38032 -1.97558
N -1.54050 0.77984 -1.19335
N -0.82794 0.35086 1.65784
N -0.76988 1.39700 1.04971
H -1.97579 -1.37814 -0.91152
H -0.48628 -0.91204 -1.49329
H -0.96741 -0.67188 0.16008
H -0.99602 0.37906 3.56971
H -0.44212 -1.16865 3.27719
H 3.07027 1.23298 -1.41430
H 3.05922 0.66076 -2.94113
H -0.95867 1.20557 -1.88277
H -2.52602 0.88351 -1.38113
H 3.71106 -0.41009 -1.71382
H -0.92198 1.36042 -0.05379

Here are the natural (NBO) charges for atoms 1 to 8, given in e:
1 C -0.443
2 C -0.212
3 N -1.126
4 N -0.723
5 N 0.068
6 N -0.143
7 H 0.248
8 H 0.248



No. 9
# C2H11N5

C2H11N5 as an isolated structure in a non-equilibrium geometry (the ωB97M-V functional and the def2-TZVPD basis, OMol25).

The calculation puts the HOMO energy at -7.9 eV. Its multiplicity is 1. The calculation puts the LUMO energy at 0.868 eV. The calculation puts the energy above the lowest of the compared OMol25 structures with the same formula, charge and spin at 386.2 kJ/mol. The value obtained for the maximum force is 2.86 eV Å⁻¹. The energy comes out at -356.4468 Eh.

Atoms and positions in Å:
C 1.11000 1.84299 -0.26454
C -1.56395 -0.70737 0.84009
N -0.33750 -0.85282 0.07179
N -0.39986 -0.09855 -1.13505
N -0.11262 -2.25852 -0.12278
N 1.85790 1.03150 -0.97036
N 0.99119 1.84354 1.07552
H -1.21106 -0.41395 -1.68810
H 0.51737 2.56903 -0.80472
H 0.80785 -2.35148 -0.54143
H -0.78027 -2.62076 -0.81384
H 2.42065 0.40529 -0.40016
H 0.26564 2.40767 1.48909
H 1.17768 0.97002 1.55175
H 0.88815 0.23376 -1.40503
H -1.72476 0.35054 1.04197
H -2.44077 -1.09933 0.29695
H -1.46565 -1.25158 1.77884

Here are the natural (NBO) charges for atoms 1 to 8, given in e:
1 C 0.412
2 C -0.423
3 N -0.185
4 N -0.839
5 N -0.682
6 N -0.813
7 N -0.781
8 H 0.312



No. 10
# C2H11NO2

A 3-piece molecular cluster, C2H11NO2 overall in a non-equilibrium geometry (the ωB97M-V functional and the def2-TZVPD basis, OMol25).

The calculation puts the HOMO energy at -8.4 eV. Its multiplicity is 1. The calculation puts the LUMO energy at 0.333 eV. The calculation puts the energy above the lowest of the compared OMol25 structures with the same formula, charge and spin at 360.8 kJ/mol. The value obtained for the maximum force is 10.87 eV Å⁻¹. The energy comes out at -287.9011 Eh.

Atoms and positions in Å:
C 1.07817 -0.84459 -0.06572
C 1.02051 0.58841 0.45562
N 1.02533 1.27198 -0.76916
H 0.61696 -1.04820 -1.03838
H 0.60988 -1.53355 0.63768
H 2.08407 -1.21171 -0.32316
H 1.77535 1.03195 1.12139
H 0.00277 0.83442 0.83410
H 0.00808 0.87901 -1.02682
H 0.90678 2.27086 -0.75775
H -1.54423 0.00750 0.60691
H -1.71278 -0.46081 -1.61937
O -1.01143 -0.40452 -0.96215
H -2.00684 -0.54371 1.95022
H -0.91194 -1.11060 -0.51536
O -1.94067 0.27355 1.47194

Here are the natural (NBO) charges for atoms 1 to 8, given in e:
1 C -0.653
2 C -0.249
3 N -0.867
4 H 0.234
5 H 0.173
6 H 0.224
7 H 0.196
8 H 0.183